i.
Entry from the OMol25 dataset: a cluster of 2 separate species, C4H12NO2 in total (ωB97M-V/def2-TZVPD).

Each line ends with the Mulliken charge.
Element x y z (Å)
C: -0.1853 0.2281 1.3903  -0.719
C: -1.0439 0.8566 0.2074  -0.510
C: -0.1829 1.8488 -0.6235  -0.706
C: 0.1073 1.1965 -2.0324  0.028
O: -0.0590 0.0108 -2.1879  -0.446
N: 0.9405 -0.6887 1.0196  -0.206
H: 0.4655 0.8259 2.0936  0.412
H: -0.9869 -0.3116 1.9045  0.295
H: -1.6117 0.0436 -0.3072  0.409
H: -1.9615 1.4947 0.6337  0.343
H: -0.7590 2.7761 -0.6642  0.361
H: 0.8445 2.0405 -0.1776  0.291
H: 0.4946 1.8959 -2.7397  0.404
H: 0.8175 -1.4101 0.3055  0.212
H: 1.1986 -1.0764 1.9670  0.419
H: 1.8474 -0.1117 0.7517  0.441
H: 0.3160 -3.9922 -0.3648  0.314
H: -0.3428 -2.5504 -0.9668  0.364
O: 0.1009 -3.0764 -0.2090  -0.705

Properties
HOMO energy ... -13.84 eV
Kohn-Sham gap ... 10.34 eV
Net charge ... +1



ii.
Entry from the OMol25 dataset: a cluster of 3 separate species, C4H12NO2 in total (ωB97M-V/def2-TZVPD).

Each line ends with the Mulliken charge.
Element x y z (Å)
C: 0.6475 2.7820 0.4012  -1.550
C: -0.3799 1.8436 -0.1353  0.942
C: -1.2392 2.0371 -1.1281  -0.838
C: 0.1759 0.2340 1.5943  -0.224
N: -0.5178 0.6036 0.5782  0.048
H: 0.5417 3.7344 -0.1026  0.373
H: 1.6534 2.4290 0.2281  0.386
H: 0.4274 2.9970 1.4502  0.425
H: -1.9937 1.3120 -1.4032  0.298
H: -1.2243 3.0166 -1.5889  0.267
H: -0.2199 -0.4653 2.3237  0.264
H: 1.1988 0.5767 1.7082  0.297
H: -1.3194 -0.0013 0.4030  0.297
H: 2.8831 -4.8106 0.1182  0.329
H: 1.3723 -5.0106 0.3634  0.325
O: 2.0887 -4.3725 0.4453  -0.652
H: -1.7286 -2.0830 -1.1063  0.324
H: -0.5969 -1.6939 -2.0577  0.301
O: -1.2284 -1.3215 -1.4332  -0.611

Properties
HOMO energy ... -14.12 eV
Kohn-Sham gap ... 9.06 eV
Net charge ... +1



Which structure loses on stability? i does.



i.
Entry from the OMol25 dataset: a cluster of 2 separate species, C2H7N4 in total (ωB97M-V/def2-TZVPD).

Each line ends with the Mulliken charge.
Element x y z (Å)
C: 1.2765 -0.5207 -0.3506  0.060
C: -2.6755 0.1238 0.1997  -0.489
N: -0.9444 -1.5548 -0.5253  -0.069
N: -1.7911 -0.8271 -0.4430  0.403
N: 1.6794 0.5299 -1.0543  -0.343
N: 2.0962 -1.0114 0.5537  -0.353
H: -3.5986 0.1637 -0.3431  0.304
H: -2.2440 1.2070 -0.0120  0.292
H: -2.7520 -0.1082 1.3298  0.319
H: 1.0288 1.1098 -1.5766  0.237
H: 2.5404 0.9548 -0.7010  0.201
H: 1.6973 -1.5794 1.2636  0.217
H: 3.1368 -0.8072 0.5155  0.222

Properties
HOMO energy ... -12.43 eV
Kohn-Sham gap ... 7.42 eV
Net charge ... +1



ii.
Entry from the OMol25 dataset: the ion C2H7N4 with charge +1 (ωB97M-V/def2-TZVPD).

Each line ends with the Mulliken charge.
Element x y z (Å)
C: -0.0377 0.0173 -1.3862  -0.485
C: -0.4726 -0.2073 1.0413  -0.419
N: 0.9469 1.0686 -1.0322  -0.177
N: 1.3183 1.3391 0.1017  -0.275
N: 0.7499 0.8064 1.1362  0.060
N: -0.3333 -0.9064 -0.2398  -0.146
H: -0.8909 0.5916 -1.8636  0.323
H: 0.3350 -0.6199 -2.1079  0.410
H: -0.4206 -1.0133 1.7306  0.350
H: -1.3438 0.4827 1.2531  0.326
H: 0.6895 1.2835 2.0054  0.269
H: -1.1049 -1.4735 -0.6040  0.341
H: 0.5640 -1.3686 -0.0347  0.424

Properties
SMILES ... C1N=NNC[NH2+]1
HOMO energy ... -13.96 eV
Kohn-Sham gap ... 9.95 eV
Net charge ... +1



iii.
Entry from the OMol25 dataset: the ion C2H7N4 with charge +1 (ωB97M-V/def2-TZVPD).

Each line ends with the Mulliken charge.
Element x y z (Å)
C: -0.6783 1.1799 -0.3168  -0.309
C: -1.1625 -0.1710 0.2477  -0.539
N: 0.4533 -2.0355 1.0642  -0.781
N: 0.5502 0.8266 -1.0185  -0.334
N: 1.1011 -0.1979 -0.2327  -0.033
N: 0.3188 -0.9779 0.4616  0.851
H: -1.4640 1.6778 -0.9595  0.308
H: -0.4524 1.9251 0.4973  0.297
H: -1.5985 -0.2810 1.1395  0.407
H: -1.6413 -0.7851 -0.4030  0.349
H: 1.2580 -2.4636 1.2290  0.237
H: 1.2235 1.6206 -1.3082  0.329
H: 2.0921 -0.3180 -0.4006  0.217

Properties
SMILES ... [H]/N=[N+]1/CCNN1
HOMO energy ... -13.71 eV
Kohn-Sham gap ... 9.26 eV
Net charge ... +1



iv.
Entry from the OMol25 dataset: the ion C2H7N4 with charge +1 (ωB97M-V/def2-TZVPD).

Each line ends with the Mulliken charge.
Element x y z (Å)
C: 0.3013 -0.4901 1.2001  -0.435
C: -0.7303 -0.0186 -0.8602  -0.422
N: 0.7929 0.7239 0.7389  -0.711
N: 0.3843 1.1005 -0.3351  1.084
N: 0.8571 2.0859 -1.0102  -0.766
N: -0.2538 -1.1766 -0.1131  -0.257
H: 0.9204 -1.2128 1.7304  0.390
H: -0.6869 -0.2512 1.6965  0.387
H: -1.7188 0.3389 -0.5837  0.321
H: -0.7722 -0.0428 -1.9249  0.346
H: 1.5574 2.5207 -0.3949  0.312
H: 0.4334 -1.8518 -0.4530  0.366
H: -1.0847 -1.7260 0.3092  0.384

Properties
HOMO energy ... -13.42 eV
Kohn-Sham gap ... 9.31 eV
Net charge ... +1



Which structure loses on stability? iii does.



i.
Entry from the OMol25 dataset: a cluster of 2 separate species, CH4N2O2S in total (ωB97M-V/def2-TZVPD).

Each line ends with the Mulliken charge.
Element x y z (Å)
C: -2.6751 0.1263 0.2623  0.447
N: -1.9466 -0.1778 1.1627  -0.386
N: 1.2326 0.3400 -0.7416  -0.145
O: 2.1552 0.7880 0.3386  -0.401
O: 1.3010 -0.9967 -0.7672  -0.426
S: -3.3934 0.4116 -1.0682  -0.328
H: 0.3234 0.6221 -0.2474  0.314
H: 2.8086 0.0509 0.2922  0.300
H: -1.8979 0.2083 2.0324  0.271
H: 2.0921 -1.3727 -1.2640  0.355

Properties
SMILES ... N=C=S.ONO
HOMO energy ... -9.14 eV
Kohn-Sham gap ... 9.77 eV
Net charge ... 0



ii.
Entry from the OMol25 dataset: an isolated molecule of CH4N2O2S (ωB97M-V/def2-TZVPD).

Each line ends with the Mulliken charge.
Element x y z (Å)
C: 1.2393 1.2275 -0.1918  -0.388
N: -0.6994 -0.1038 1.6196  -0.557
N: 0.1460 -1.4758 -0.5719  -0.499
O: -0.0696 1.3211 -0.3081  -0.172
O: -2.1005 -0.1732 -0.4712  -0.559
S: -0.8036 -0.2887 0.1135  1.015
H: 1.4442 2.2990 0.1634  0.182
H: 0.2303 -0.0032 1.8987  0.269
H: -0.3653 -2.0016 -1.2847  0.316
H: 0.9786 -0.8012 -0.9674  0.394

Properties
HOMO energy ... -9.69 eV
Kohn-Sham gap ... 9.38 eV
Net charge ... 0



iii.
Entry from the OMol25 dataset: a cluster of 2 separate species, CH4N2O2S in total (ωB97M-V/def2-TZVPD).

Each line ends with the Mulliken charge.
Element x y z (Å)
C: 0.1486 1.3442 0.1161  0.038
N: -1.1970 1.2129 0.2986  -0.199
N: 1.0368 0.4798 -0.2455  -0.275
O: 2.7838 -0.9614 0.7962  -0.495
O: -0.9723 -1.5360 -0.4954  -0.700
S: 2.3256 -0.4294 -0.5116  0.417
H: -0.4241 -1.0184 -1.0508  0.326
H: -1.6229 2.1014 0.6035  0.268
H: -1.6249 0.3344 0.1541  0.267
H: -0.4537 -1.5276 0.3349  0.353

Properties
HOMO energy (spin up / spin down) ... -8.39 / -8.46 eV
Kohn-Sham gap (spin up / spin down) ... 7.63 / 7.72 eV
Net charge ... 0



iv.
Entry from the OMol25 dataset: a cluster of 2 separate species, CH4N2O2S in total (ωB97M-V/def2-TZVPD).

Each line ends with the Mulliken charge.
Element x y z (Å)
C: -0.2828 -0.1431 0.7007  -0.590
N: 0.0537 0.2184 -0.5003  0.259
N: 0.3014 -0.6056 -1.4278  -0.753
O: 4.1363 0.3749 0.8829  -0.410
O: 2.6279 0.3250 -1.0004  -0.358
S: 2.9907 -0.2287 0.2816  0.739
H: -0.1548 -1.1034 1.0002  0.404
H: -0.6242 0.5289 1.5244  0.224
H: -0.0731 1.2612 -0.7293  0.259
H: 0.5124 -0.0662 -2.2694  0.227

Properties
HOMO energy (spin up / spin down) ... -7.94 / -7.94 eV
Kohn-Sham gap (spin up / spin down) ... 7.00 / 7.01 eV
Net charge ... 0



Which structure loses on stability? ii does.



i.
Entry from the OMol25 dataset: an isolated molecule of C4H6N4O (ωB97M-V/def2-TZVPD).

Each line ends with the Mulliken charge.
Element x y z (Å)
C: 0.8863 1.9635 0.3876  -1.556
C: -0.0394 0.8509 0.0322  0.794
C: -1.9851 -0.8878 0.1054  -0.066
C: 0.2316 -0.6008 0.1691  0.679
H: 1.4499 2.1346 -0.4910  0.424
H: 1.5065 1.8696 1.2734  0.334
H: 0.1474 2.7395 0.3771  0.438
H: -2.7702 -1.5954 0.1640  0.407
H: 1.5283 -2.1587 -0.0389  0.349
H: 2.7130 0.2527 0.0262  0.330
N: -1.2138 1.2119 -0.2859  -0.294
N: -2.2594 0.2565 -0.3580  -0.559
N: -0.7297 -1.4120 0.2684  -0.606
N: 1.5336 -1.1570 0.2532  -0.252
O: 2.4438 -0.4367 -0.5775  -0.422

Properties
SMILES ... Cc1nncnc1NO
HOMO energy ... -9.69 eV
Kohn-Sham gap ... 10.14 eV
Net charge ... 0



ii.
Entry from the OMol25 dataset: a cluster of 2 separate species, C4H6N4O in total (ωB97M-V/def2-TZVPD).

Each line ends with the Mulliken charge.
Element x y z (Å)
C: 2.2483 -0.6765 -0.6294  0.599
C: -3.2418 -0.6319 0.0463  -0.795
C: -1.9467 -0.8722 0.4058  -0.013
C: 2.3848 1.3237 0.8681  -0.585
N: -0.6359 -0.1031 -1.3255  0.878
N: -0.1727 0.2563 -2.2653  -0.576
N: -0.8085 -0.4902 -0.2213  -0.367
N: 2.6193 0.3882 -0.1970  -0.300
O: 2.0944 -1.5611 -1.3749  -0.447
H: -4.1000 -1.0153 0.5162  0.269
H: -3.5189 -0.1944 -0.8545  0.279
H: -1.7504 -1.1754 1.4403  0.311
H: 2.6425 2.4192 0.6627  0.236
H: 1.3003 1.2690 1.1215  0.240
H: 2.8853 1.0639 1.8069  0.273

Properties
HOMO energy ... -8.93 eV
Kohn-Sham gap ... 9.46 eV
Net charge ... 0



Which structure loses on stability? ii does.